# 1
{"formula": "C24H46O10", "method": "ωB97M-V/def2-TZVPD", "e_homo_ha": -0.3696, "smiles": "CCC[C@@H](C)[C@@H]1OC(=O)O[C@@]1(OC[C@@H](C)C(C)C)[C@H](C)CC.COC(=O)OC.COC(=O)OC", "gap_ev": 10.69, "molar_mass_da": 494.62, "e_above_lowest_kcal_mol": 0.00, "max_force_ev_per_a": 2.768, "elements": ["C", "C", "C", "C", "C", "C", "O", "C", "O", "O", "C", "O", "C", "C", "C", "C", "C", "C", "C", "C", "C", "C", "H", "H", "H", "H", "H", "H", "H", "H", "H", "H", "H", "H", "H", "H", "H", "H", "H", "H", "H", "H", "H", "H", "H", "H", "H", "H", "H", "H", "H", "H", "H", "H", "H", "H", "C", "O", "C", "O", "O", "C", "H", "H", "H", "H", "H", "H", "C", "O", "C", "O", "O", "C", "H", "H", "H", "H", "H", "H"], "coordinates": [[0.1974, 2.4858, 2.3543], [0.0973, 2.6191, 0.8192], [-0.0328, 1.2588, 0.1397], [0.2107, 1.2395, -1.3836], [-0.2800, 2.5433, -2.0553], [1.7023, 1.0853, -1.6962], [1.9116, 1.1922, -3.1141], [1.9871, -0.0712, -3.6273], [1.8913, -0.3348, -4.8179], [2.2626, -0.9357, -2.6448], [2.4252, -0.2387, -1.3548], [1.9181, -1.0168, -0.3534], [0.8338, -1.8935, -0.6573], [0.1672, -2.2973, 0.6651], [-1.3682, -2.2236, 0.5917], [0.6308, -3.6616, 1.2139], [0.3145, -3.7115, 2.7226], [2.1185, -3.9295, 1.0410], [3.9368, -0.0317, -1.2037], [4.6555, -1.3765, -1.3021], [4.3923, 0.6963, 0.0967], [3.3372, 1.1173, 1.1144], [1.1075, 2.9577, 2.7116], [0.1665, 1.4471, 2.6679], [-0.6300, 2.9998, 2.8351], [-0.7682, 3.2355, 0.6000], [0.9610, 3.1594, 0.4371], [0.6076, 0.5415, 0.6413], [-1.0565, 0.9142, 0.3004], [-0.3879, 0.4600, -1.8506], [-1.2571, 2.8369, -1.6890], [0.4577, 3.3312, -1.9537], [-0.4041, 2.3168, -3.1110], [2.1643, 1.9761, -1.2779], [0.0949, -1.4276, -1.3001], [1.2008, -2.7664, -1.1900], [0.4750, -1.5471, 1.3913], [-1.7248, -1.7781, -0.3345], [-1.8230, -3.2090, 0.6648], [-1.7569, -1.6132, 1.4015], [0.0191, -4.4333, 0.7457], [0.8232, -4.5618, 3.1712], [0.7462, -2.8251, 3.1846], [-0.7512, -3.7576, 2.9186], [2.3072, -4.9802, 1.2605], [2.7034, -3.3587, 1.7583], [2.4896, -3.7502, 0.0376], [4.2224, 0.5844, -2.0521], [4.2659, -2.0769, -0.5691], [5.7180, -1.2133, -1.1439], [4.5506, -1.8234, -2.2861], [4.9650, 1.5786, -0.1821], [5.0953, 0.0455, 0.6097], [2.6775, 1.9029, 0.7642], [2.7502, 0.2801, 1.4760], [3.8503, 1.5232, 1.9863], [-0.6909, 6.2398, -4.7448], [-1.6659, 7.2323, -4.4195], [-1.8054, 7.4510, -3.1149], [-1.1989, 6.8997, -2.2360], [-2.7356, 8.3890, -2.9496], [-2.9900, 8.7269, -1.5853], [-0.6685, 6.1659, -5.8277], [0.2925, 6.5378, -4.3864], [-0.9639, 5.2744, -4.3228], [-2.0920, 9.1203, -1.1132], [-3.3499, 7.8595, -1.0355], [-3.7591, 9.4932, -1.6006], [-4.0899, -5.5738, 0.9334], [-3.7012, -5.3807, 2.2940], [-4.6256, -5.7393, 3.1826], [-5.7084, -6.1915, 2.9287], [-4.1400, -5.5081, 4.3996], [-5.0343, -5.8499, 5.4606], [-3.2527, -5.2428, 0.3256], [-4.2892, -6.6241, 0.7309], [-4.9665, -4.9751, 0.6936], [-5.2696, -6.9119, 5.4370], [-5.9490, -5.2644, 5.3950], [-4.5148, -5.6123, 6.3839]], "forces_ev_per_angstrom": [[-0.0840, 0.3478, -0.3848], [0.0360, -0.1399, 0.3763], [-0.4613, 0.0086, -0.2467], [-0.1003, 0.6892, 0.2032], [0.0953, -0.9440, -0.3514], [-0.6523, 0.4079, 0.0454], [-0.2365, -0.7523, -0.4275], [0.2602, 0.2927, -2.1003], [0.1409, 0.4490, 2.7280], [-0.2951, -0.2816, 0.0032], [0.3729, 0.4155, -1.2141], [0.1610, -0.2792, 0.0595], [-0.6079, -0.3482, 0.3197], [0.0232, -0.0210, -0.1802], [0.0301, 0.0060, 0.0212], [-0.1526, 0.5252, 0.6739], [0.3900, -0.0306, -0.4965], [-0.1327, -0.5045, 0.0025], [0.0046, -0.2486, 0.7299], [0.0371, 0.1697, -0.4215], [-0.3421, 0.0192, -0.1163], [0.3600, 0.0682, 0.3957], [0.1570, -0.1444, 0.2000], [0.1270, -0.1414, 0.1046], [-0.1033, 0.0022, 0.1195], [-0.0627, 0.1021, -0.2792], [0.1157, 0.0831, -0.0441], [0.0963, -0.0201, -0.0057], [-0.0836, -0.0978, 0.1008], [0.1912, -0.3868, 0.0905], [-0.0292, 0.1967, 0.2503], [-0.1198, 0.3441, 0.0980], [0.0995, 0.2729, -0.1970], [0.4585, -0.1897, 0.1766], [0.0834, 0.2681, -0.0989], [0.1344, -0.0652, -0.1505], [0.2176, 0.1230, 0.0439], [0.0224, 0.0712, -0.1177], [-0.0590, -0.1131, 0.0558], [-0.1579, -0.0298, 0.1297], [0.1938, -0.1905, -0.3447], [-0.2103, -0.2250, 0.1145], [-0.1039, 0.1559, 0.1679], [-0.1358, -0.0062, 0.1443], [0.0758, -0.0892, 0.0315], [0.0870, 0.2697, -0.0311], [0.0757, 0.1206, -0.0947], [0.0226, 0.0814, -0.1888], [0.0690, -0.0365, 0.2183], [0.1206, -0.1037, 0.1581], [-0.1050, -0.0599, -0.1021], [0.0745, 0.0980, -0.0774], [0.0773, -0.1215, 0.0521], [-0.1239, -0.0039, -0.1024], [-0.1418, -0.0881, -0.0957], [0.0492, 0.0922, 0.0563], [0.1785, -0.1385, -0.1499], [-0.0029, -0.0245, -0.0875], [-0.0794, 0.0717, -0.1015], [0.0937, -0.1000, 0.1255], [-0.0630, 0.0613, -0.0068], [-0.1027, 0.1126, 0.1255], [-0.1190, 0.0995, -0.0107], [-0.0165, -0.0344, 0.0938], [0.0185, 0.0269, 0.0907], [0.0319, -0.0744, 0.0182], [0.0749, -0.0305, 0.0153], [-0.0032, -0.0033, -0.0989], [0.0428, 0.0314, -0.2463], [0.1200, 0.0443, -0.0764], [0.1169, 0.0538, 0.0419], [-0.1742, -0.0740, -0.0456], [0.0538, 0.0255, 0.0767], [-0.0330, -0.0092, 0.2039], [0.0646, 0.0183, 0.0916], [-0.0824, -0.0023, 0.0573], [-0.0626, -0.0606, 0.0476], [-0.0591, 0.0072, -0.0583], [-0.0357, -0.0493, -0.0569], [0.0796, 0.0315, -0.0516]], "mulliken_charge": [-1.37, -0.62, 0.23, 0.30, -2.27, -0.46, -0.49, 0.58, -0.62, -0.60, 0.64, 0.36, -1.75, 1.55, -1.32, 0.69, -1.58, -1.62, 0.50, -1.87, -0.92, -0.69, 0.26, 0.30, 0.40, 0.58, 0.34, -0.77, 0.52, 0.37, 0.41, 0.40, 0.56, 0.79, 0.31, 0.48, -0.16, 0.38, 0.03, 0.34, 0.34, 0.45, 0.42, 0.28, 0.52, 0.29, 0.34, 0.62, 0.29, 0.56, 0.38, 0.28, 0.47, 0.05, -0.04, 0.58, -0.53, -0.32, 0.82, -0.54, -0.33, -0.62, 0.22, 0.29, 0.21, 0.29, 0.29, 0.22, -0.73, -0.19, 0.73, -0.55, -0.29, -0.65, 0.18, 0.34, 0.34, 0.30, 0.29, 0.21]}



# 2
{"formula": "C6H8N2", "method": "ωB97M-V/def2-TZVPD", "e_homo_ha": -0.3174, "smiles": "C1=C2CCNC2=NC1", "gap_ev": 9.62, "molar_mass_da": 108.14, "e_above_lowest_kcal_mol": 53.53, "max_force_ev_per_a": 6.577, "elements": ["C", "C", "C", "C", "N", "C", "N", "C", "H", "H", "H", "H", "H", "H", "H", "H"], "coordinates": [[-1.5458, 1.0100, -0.0374], [-0.2520, 0.5721, -0.0310], [1.1703, 1.1084, -0.0286], [1.9828, -0.3710, 0.0519], [0.9526, -1.2658, -0.1612], [-0.2549, -0.8175, 0.0261], [-1.3363, -1.3767, 0.0663], [-2.3176, -0.2795, -0.0318], [-1.5240, 2.1111, 0.1655], [1.2223, 1.7986, 0.7502], [1.2955, 1.4503, -1.0492], [2.4376, -0.3486, 1.1217], [2.8203, -0.4339, -0.6179], [1.0792, -2.3210, -0.0295], [-2.7415, -0.3398, -0.9992], [-2.9885, -0.4966, 0.8040]], "forces_ev_per_angstrom": [[3.8900, 0.8296, 1.2670], [-0.8443, 2.8899, 0.2892], [-1.0777, -3.5891, -2.1745], [1.0228, 4.1675, 3.1927], [2.3111, -6.1572, -0.0738], [1.3390, 1.2833, -0.7860], [-4.3434, -2.0153, -0.1460], [-0.0213, -0.4608, 1.4382], [-1.7456, -1.0119, -0.5654], [1.1458, 1.1617, 1.0613], [0.5781, 0.8373, 0.1256], [-0.6568, -0.4960, -1.4249], [0.1393, -0.0220, -0.5658], [0.0537, 2.2657, -0.3446], [-1.2396, -0.4179, -0.8750], [-0.5512, 0.7350, -0.4180]], "nbo_charge": [-0.22, -0.05, -0.44, -0.18, -0.59, 0.33, -0.46, -0.27, 0.24, 0.23, 0.22, 0.16, 0.20, 0.40, 0.22, 0.22]}



# 3
{"formula": "C4H11N3O", "method": "ωB97M-V/def2-TZVPD", "e_homo_ha": [-0.4920, -0.4913], "gap_ev": [10.21, 5.24], "molar_mass_da": 117.15, "charge": 1, "s2": 0.754, "e_above_lowest_kcal_mol": 24.46, "spin_multiplicity": 2, "max_force_ev_per_a": 1.904, "elements": ["C", "N", "C", "N", "O", "C", "N", "C", "H", "H", "H", "H", "H", "H", "H", "H", "H", "H", "H"], "coordinates": [[-1.0775, -0.3333, -0.1524], [-0.0437, -1.1549, -0.7392], [0.2421, -1.3304, -2.0899], [-0.1798, -0.3434, -2.9429], [0.8754, -2.2913, -2.4591], [-0.6691, 0.0511, 1.2490], [0.2703, 1.1552, 1.2096], [1.1604, 1.4272, 2.2719], [-2.0625, -0.7896, -0.2119], [-1.1503, 0.5607, -0.7711], [0.4124, -1.8361, -0.1516], [-0.0451, -0.6105, -3.9067], [-0.9896, 0.2283, -2.7648], [-1.5320, 0.3402, 1.8684], [-0.1567, -0.7850, 1.7445], [0.6079, 1.2897, 0.2543], [0.6730, 1.2924, 3.2305], [2.0288, 0.7358, 2.2399], [1.6360, 2.3938, 2.1215]], "forces_ev_per_angstrom": [[0.2677, -0.0996, -0.9870], [0.4131, 0.4177, 0.5231], [-0.2069, -0.3939, -0.1606], [-0.0480, 0.0236, -0.1153], [0.1684, 0.2585, 0.1550], [-0.6260, 0.3642, 0.2620], [0.5225, -1.7065, -0.6625], [0.5488, 0.3788, 0.2332], [-0.1633, -0.1884, 0.4316], [-0.1679, 0.3444, 0.1540], [-0.2187, -0.2967, -0.1917], [-0.0594, 0.1242, -0.0189], [0.0613, -0.1352, -0.0008], [0.2107, -0.0546, 0.0335], [-0.1431, 0.0863, 0.1924], [0.0856, 0.6120, 0.0224], [-0.0529, 0.1875, 0.1241], [-0.3487, -0.1930, -0.2179], [-0.2432, 0.2706, 0.2233]], "nbo_charge": [-0.24, -0.67, 0.77, -0.85, -0.59, -0.28, -0.10, -0.48, 0.23, 0.20, 0.41, 0.42, 0.39, 0.27, 0.26, 0.42, 0.26, 0.29, 0.27]}



# 4
{"formula": "H3NO2S", "method": "ωB97M-V/def2-TZVPD", "e_homo_ha": -0.4124, "smiles": "N[SH](=O)=O", "gap_ev": 11.67, "molar_mass_da": 81.10, "e_above_lowest_kcal_mol": 22.90, "max_force_ev_per_a": 3.144, "elements": ["N", "S", "O", "O", "H", "H", "H"], "coordinates": [[-0.9069, 0.3926, 0.3547], [0.5960, -0.0580, -0.2314], [1.5578, 0.9199, 0.1401], [0.8432, -1.4471, -0.0016], [-1.5891, -0.3214, 0.1375], [-0.8499, 0.5319, 1.3555], [0.3489, -0.0180, -1.7546]], "forces_ev_per_angstrom": [[0.7287, 0.0947, -0.5823], [-0.8671, -0.6465, -2.9525], [-0.1064, 0.3883, 0.2051], [-0.0090, -0.1583, 0.2399], [-0.0348, -0.1927, 0.0222], [0.0703, 0.1583, 0.1446], [0.2184, 0.3561, 2.9229]], "nbo_charge": [-1.05, 2.12, -0.91, -0.94, 0.40, 0.40, -0.02]}



# 5
{"formula": "C4H5N3", "method": "ωB97M-V/def2-TZVPD", "e_homo_ha": -0.3497, "smiles": "N#C[C@H]1CN=CN1", "gap_ev": 10.28, "molar_mass_da": 95.10, "e_above_lowest_kcal_mol": 30.05, "max_force_ev_per_a": 0.843, "elements": ["N", "C", "C", "C", "N", "C", "N", "H", "H", "H", "H", "H"], "coordinates": [[2.4483, -1.0667, 1.1470], [1.6670, -0.6361, 0.4140], [0.6347, -0.0740, -0.4672], [-0.6727, -0.9349, -0.4348], [-1.7292, -0.0621, 0.0750], [-1.1707, 1.0354, 0.3892], [0.1557, 1.2141, 0.0268], [1.0439, 0.0353, -1.4768], [-0.8998, -1.3575, -1.4165], [-0.5673, -1.7840, 0.2494], [-1.6752, 1.8636, 0.8821], [0.7654, 1.7669, 0.6119]], "forces_ev_per_angstrom": [[-0.5399, 0.3078, -0.5690], [0.6048, -0.2804, 0.5089], [0.0627, -0.1013, -0.0506], [0.0779, -0.3823, -0.0645], [0.2228, 0.2877, 0.2195], [-0.2368, 0.0556, -0.0758], [0.0359, 0.0588, 0.1086], [-0.0199, -0.1222, 0.1604], [-0.0944, 0.2530, 0.0524], [0.0251, 0.1114, -0.1107], [-0.0493, -0.1511, -0.1335], [-0.0889, -0.0368, -0.0456]], "nbo_charge": [-0.31, 0.26, -0.18, -0.24, -0.45, 0.26, -0.61, 0.24, 0.21, 0.22, 0.20, 0.40]}